<i>
Entry from the Open Molecules 2025 dataset: a 2-piece molecular cluster, CH3OS2 overall (the ωB97M-V functional and the def2-TZVPD basis).

The geometry in XYZ format:
```
7
Properties=species:S:1:pos:R:3:nbo_charge:R:1
C -0.072 0.056 0.031 -0.7311
O -3.025 1.703 -0.420 -0.9874
S -3.734 -1.043 -0.112 -0.6437
S -2.740 0.536 0.405 0.8477
H 0.197 -0.079 -0.958 0.1762
H -0.181 -0.763 0.725 0.1666
H -0.072 0.851 0.675 0.1717
```

Output
HOMO level (spin up / spin down): -2.21 / -3.43 eV
Total charge: -1
HOMO-LUMO gap (spin up / spin down): 6.1 / 7.3 eV

=====

<ii>
Entry from the Open Molecules 2025 dataset: a 2-piece molecular cluster, CH3OS2 overall (the ωB97M-V functional and the def2-TZVPD basis).

The geometry in XYZ format:
```
7
Properties=species:S:1:pos:R:3:nbo_charge:R:1
C -0.142 -0.646 -0.158 -0.6658
O -2.688 0.141 0.251 -0.9891
S 2.019 0.754 0.415 -0.8739
S -1.572 -0.813 0.626 0.9444
H 1.634 1.705 -0.479 0.0921
H 0.130 0.086 -0.932 0.2532
H 0.619 -1.227 0.278 0.2391
```

Output
HOMO level: -2.95 eV
Total charge: -1
HOMO-LUMO gap: 6.6 eV

=====

The data favor <ii>; the next most stable structure lies 12.8 kcal/mol above it.

=====

<i>
Entry from the Open Molecules 2025 dataset: an isolated molecule of C2H6N2OS2 (the ωB97M-V functional and the def2-TZVPD basis).

The geometry in XYZ format:
```
13
Properties=species:S:1:pos:R:3:nbo_charge:R:1
H -1.589 -2.008 1.670 0.3250
N -0.733 -1.731 1.123 -0.3599
N -0.413 -0.566 1.432 -0.1285
C 0.668 -0.092 0.508 -0.4431
S -0.329 1.045 -0.637 0.0965
C -0.660 -0.108 -2.150 -0.6726
S 2.067 0.736 1.290 0.5811
O 1.439 1.922 2.160 -0.8274
H 0.942 -1.017 -0.142 0.2575
H 0.005 0.384 -2.906 0.2387
H -1.639 0.205 -2.270 0.2158
H -0.594 -1.152 -1.778 0.2401
H 0.836 2.383 1.702 0.4767
```

Output
SMILES: [H]/N=N/[C@@H](SC)SO
HOMO level: -8.59 eV
HOMO-LUMO gap: 9.1 eV

=====

<ii>
Entry from the Open Molecules 2025 dataset: an isolated molecule of C2H6N2OS2 (the ωB97M-V functional and the def2-TZVPD basis).

The geometry in XYZ format:
```
13
Properties=species:S:1:pos:R:3:nbo_charge:R:1
C 2.859 -0.038 -0.181 -0.3272
O 1.719 -0.922 0.098 -0.4865
C 0.636 -0.195 0.019 0.6910
N 0.464 1.025 -0.330 -0.7185
S -0.943 1.908 0.016 0.1694
N -0.362 -0.896 0.780 -0.7794
S -1.651 -1.416 -0.312 0.1083
H 2.717 1.143 0.202 0.2505
H 3.872 -0.541 0.346 0.2029
H 3.159 -0.077 -1.341 0.2102
H -1.095 1.545 1.553 0.1197
H 0.064 -1.738 1.279 0.4087
H -2.645 -0.328 -0.267 0.1508
```

Output
SMILES: CO/C(=N/S)NS
HOMO level: -8.38 eV
HOMO-LUMO gap: 9.0 eV

=====

The data favor <i>; the next most stable structure lies 4.2 kcal/mol above it.

=====

<i>
Entry from the Open Molecules 2025 dataset: a 2-piece molecular cluster, C11H20N3O overall (the ωB97M-V functional and the def2-TZVPD basis).

The geometry in XYZ format:
```
35
Properties=species:S:1:pos:R:3:nbo_charge:R:1
C -0.874 -0.882 2.189 -0.4207
C -0.622 -1.537 3.534 -0.6433
C 0.175 0.160 1.841 -0.0643
C -0.356 1.363 1.344 -0.1673
C 1.552 0.014 1.595 -0.1889
C 0.456 2.282 0.601 -0.3145
C 2.376 1.031 1.178 -0.2899
C 1.815 2.160 0.523 0.2936
O 2.794 2.926 -0.066 -0.6826
H -0.956 -1.651 1.402 0.1953
H -1.816 -0.345 2.328 0.2221
H -1.534 -1.742 4.141 0.2347
H -1.390 1.688 1.402 0.2207
H 2.018 -0.935 1.782 0.2134
H -0.054 3.073 0.090 0.2176
H 3.472 1.058 1.271 0.2471
H 2.562 3.859 -0.162 0.4955
H -0.299 -0.948 4.441 0.2355
H 0.048 -2.367 3.355 0.2127
C -1.840 -0.953 -1.866 -0.2357
C -1.867 -2.485 -1.779 -0.6535
C 0.213 0.398 -2.124 0.6953
N -0.489 -0.530 -1.519 -0.5469
N 1.552 0.455 -1.832 -0.7958
N -0.155 1.246 -3.098 -0.7639
H -2.130 -0.630 -2.861 0.2028
H -2.672 -0.600 -1.266 0.2249
H -2.664 -2.931 -1.162 0.2439
H -1.016 -3.041 -1.345 0.2283
H -0.099 -1.070 -0.737 0.4435
H 1.914 0.148 -0.946 0.4335
H 2.193 0.839 -2.500 0.4134
H -1.070 1.035 -3.485 0.4240
H 0.580 1.811 -3.476 0.4325
H -1.815 -2.897 -2.790 0.2370
```

Output
HOMO level: -11.70 eV
Total charge: +1
HOMO-LUMO gap: 9.0 eV

=====

<ii>
Entry from the Open Molecules 2025 dataset: a 2-piece molecular cluster, C11H20N3O overall (the ωB97M-V functional and the def2-TZVPD basis).

The geometry in XYZ format:
```
35
Properties=species:S:1:pos:R:3:nbo_charge:R:1
C -1.355 -2.361 -1.354 -0.6404
C 2.957 1.822 1.826 -0.5442
C -3.033 1.002 -0.032 -0.1749
C -1.696 1.170 -0.240 -0.0614
C -1.121 -1.499 -0.171 0.1111
C 2.116 1.797 0.857 0.7153
C 0.088 -0.731 -0.073 0.3781
C -3.857 2.309 -0.093 -0.6546
C -1.762 -1.889 1.204 -0.6567
C 3.479 -1.648 0.240 -0.4166
C 1.741 2.104 -1.487 -0.2451
N -0.983 -0.012 -0.501 -0.3940
N 1.340 -0.627 0.057 -0.3255
N 2.014 -1.664 0.494 -0.4584
O 1.442 2.327 -0.074 -0.3944
H -0.507 -2.410 -1.991 0.2228
H -2.078 -1.993 -2.045 0.2439
H 3.595 2.727 1.985 0.3160
H 3.030 1.091 2.584 0.2955
H -3.421 0.088 0.185 0.2052
H -1.154 2.074 -0.250 0.2019
H -3.708 2.849 -1.009 0.2226
H -5.054 2.192 0.040 0.2348
H -3.348 2.803 0.765 0.2265
H -2.819 -2.273 1.227 0.2420
H -1.632 -1.109 1.900 0.2273
H -1.412 -2.923 1.531 0.2401
H 3.814 -0.666 0.533 0.1942
H 3.990 -2.415 0.855 0.2193
H 3.688 -2.000 -0.855 0.1888
H 2.886 2.020 -1.556 0.2152
H 1.407 2.857 -2.019 0.2080
H 1.251 1.062 -1.869 0.2552
H 1.706 -2.669 0.446 0.3699
H -1.605 -3.407 -1.108 0.2324
```

Output
HOMO level (spin up / spin down): -10.45 / -10.45 eV
Total charge: +1
HOMO-LUMO gap (spin up / spin down): 5.5 / 5.5 eV

=====

The data favor <i>; the next most stable structure lies 192.2 kcal/mol above it.

=====

<i>
Entry from the Open Molecules 2025 dataset: a 3-piece molecular cluster, C4H10O3 overall (the ωB97M-V functional and the def2-TZVPD basis).

The geometry in XYZ format:
```
17
Properties=species:S:1:pos:R:3:nbo_charge:R:1
C -0.549 -1.019 -2.147 -0.3340
C 0.028 -0.525 -1.064 -0.2559
C 0.615 -1.227 0.107 0.3002
C 1.719 -0.891 0.737 -0.5626
O -0.342 -2.063 0.634 -0.6902
H -0.554 -2.072 -2.395 0.1984
H -1.118 -0.352 -2.775 0.2082
H -0.116 0.521 -0.794 0.2251
H 2.089 -1.235 1.701 0.2043
H 2.445 -0.206 0.321 0.2167
H -0.122 -2.489 1.463 0.4817
O -0.074 1.980 1.824 -0.9465
H -1.008 1.782 1.925 0.4649
H 0.328 1.099 1.981 0.4831
O -0.994 2.567 -0.775 -0.9399
H -0.165 2.430 -0.328 0.4843
H -1.656 2.595 -0.082 0.4621
```

Output
SMILES: C=CC(=C)O.O.O
HOMO level: -9.23 eV
HOMO-LUMO gap: 9.7 eV

=====

<ii>
Entry from the Open Molecules 2025 dataset: a 2-piece molecular cluster, C4H10O3 overall (the ωB97M-V functional and the def2-TZVPD basis).

The geometry in XYZ format:
```
17
Properties=species:S:1:pos:R:3:nbo_charge:R:1
O -0.304 -3.112 1.622 -0.5167
C -0.238 -2.049 2.171 0.4489
C -0.386 -0.745 1.415 -0.5210
C 0.674 -0.575 0.329 -0.4236
C 1.812 0.356 0.746 -0.0538
O 2.907 0.275 -0.148 -0.7120
H -0.093 -1.962 3.260 0.1026
H -1.403 -0.800 1.019 0.2425
H -0.416 0.101 2.107 0.2085
H 0.211 -0.102 -0.554 0.2158
H 1.097 -1.512 -0.021 0.2197
H 2.159 0.115 1.755 0.1480
H 1.486 1.382 0.757 0.1772
H 3.408 -0.513 0.098 0.4640
O -3.491 2.930 -4.490 -0.9307
H -3.470 2.469 -5.340 0.4657
H -3.955 3.742 -4.726 0.4651
```

Output
SMILES: O=CCCCO.O
HOMO level: -9.90 eV
HOMO-LUMO gap: 10.7 eV

=====

<iii>
Entry from the Open Molecules 2025 dataset: C4H10O3 as an isolated structure (the ωB97M-V functional and the def2-TZVPD basis).

The geometry in XYZ format:
```
17
Properties=species:S:1:pos:R:3:nbo_charge:R:1
C 2.004 1.011 -0.224 -0.2613
O 1.811 -0.323 0.263 -0.5402
C 1.129 -1.102 -0.615 -0.1202
C -0.890 -0.814 0.353 0.0281
O -0.466 -0.113 1.466 -0.7301
C -2.026 -0.050 -0.309 -0.1028
O -1.668 1.301 -0.479 -0.7128
H 2.479 1.577 0.581 0.1909
H 1.035 1.452 -0.489 0.1961
H 2.649 0.987 -1.106 0.1962
H -0.046 -0.728 -0.702 0.1973
H 1.135 -2.119 -0.197 0.1479
H -1.134 -1.866 0.553 0.1737
H 0.514 -0.174 1.499 0.4940
H -2.932 -0.147 0.311 0.1751
H -2.250 -0.469 -1.296 0.1906
H -1.343 1.577 0.392 0.4775
```

Output
HOMO level: -8.18 eV
HOMO-LUMO gap: 9.0 eV

=====

<iv>
Entry from the Open Molecules 2025 dataset: a 3-piece molecular cluster, C4H10O3 overall (the ωB97M-V functional and the def2-TZVPD basis).

The geometry in XYZ format:
```
17
Properties=species:S:1:pos:R:3:nbo_charge:R:1
C 1.578 3.219 -0.089 -0.3870
C 0.701 2.604 0.725 -0.2067
C -0.515 1.782 0.195 -0.2614
C -0.534 1.129 -1.004 0.1111
O -1.537 0.239 -1.247 -0.7257
H 2.264 3.891 0.421 0.2029
H 1.435 3.300 -1.158 0.1968
H 0.804 2.747 1.815 0.2123
H -1.383 1.710 0.780 0.2095
H -0.169 1.568 -1.988 0.1768
H -2.283 0.678 -1.417 0.4739
O -1.636 -2.270 0.734 -0.9177
H -1.327 -2.990 0.364 0.4431
H -1.372 -1.689 0.016 0.4720
O 2.062 -4.621 0.560 -0.9352
H 1.548 -3.865 0.261 0.4647
H 1.991 -4.531 1.565 0.4706
```

Output
SMILES: C=C/C=C/O.O.O
HOMO level: -9.01 eV
HOMO-LUMO gap: 9.5 eV

=====

The data favor <ii>; the next most stable structure lies 20.4 kcal/mol above it.

=====

<i>
Entry from the Open Molecules 2025 dataset: a 2-piece molecular cluster, C4H10O3 overall (the ωB97M-V functional and the def2-TZVPD basis).

The geometry in XYZ format:
```
17
Properties=species:S:1:pos:R:3:nbo_charge:R:1
C 1.319 -0.221 0.271 0.5094
C -0.003 -0.419 0.834 0.0502
C -0.937 0.636 -0.302 -0.4410
C -1.442 -0.157 -1.486 -0.6302
O 1.593 -0.694 -0.964 -0.6908
O 1.950 0.956 0.524 -0.7150
O -0.183 0.261 2.059 -0.7225
H 2.243 -0.083 -1.348 0.4972
H 1.539 1.297 1.344 0.5054
H -0.470 -0.436 2.683 0.4890
H 1.703 -1.161 1.365 -0.0790
H -0.449 -1.398 0.692 0.2069
H -1.750 0.982 0.337 0.2005
H -0.361 1.511 -0.610 0.1992
H -2.077 0.465 -2.127 0.2073
H -0.627 -0.532 -2.110 0.2173
H -2.049 -1.009 -1.164 0.1961
```

Output
HOMO level: -8.08 eV
HOMO-LUMO gap: 8.8 eV

=====

<ii>
Entry from the Open Molecules 2025 dataset: a 2-piece molecular cluster, C4H10O3 overall (the ωB97M-V functional and the def2-TZVPD basis).

The geometry in XYZ format:
```
17
Properties=species:S:1:pos:R:3:nbo_charge:R:1
O -2.755 -0.914 0.441 -0.5281
C -2.564 0.116 1.028 0.4488
C -1.239 0.570 1.582 -0.5198
C -0.034 -0.116 0.898 -0.4197
C 0.167 -1.557 1.330 -0.0769
O 0.351 -1.624 2.734 -0.7166
H -3.416 0.818 1.161 0.1033
H -1.193 1.637 1.359 0.2197
H -1.217 0.415 2.649 0.2486
H -0.222 0.054 -0.175 0.2172
H 0.872 0.457 1.100 0.1976
H 0.973 -2.026 0.764 0.1635
H -0.748 -2.115 1.127 0.2032
H 1.174 -1.171 2.948 0.4592
O 3.332 2.136 -6.059 -0.9307
H 3.957 1.439 -6.297 0.4651
H 2.561 1.881 -6.590 0.4656
```

Output
SMILES: O=CCCCO.O
HOMO level: -9.78 eV
HOMO-LUMO gap: 10.7 eV

=====

The data favor <ii>; the next most stable structure lies 50.0 kcal/mol above it.